(1)
The following is a quantum chemistry calculation of the ion C2H4FN4 with charge +1 at a distorted geometry, from OMol25.

Each line ends with the Mulliken charge.
Cartesian coordinates (Å):
N  1.880  -0.591  -0.160  -0.37
C  0.550  -0.370  -0.080  0.36
N  -0.447  -1.246  -0.075  -0.40
C  -1.560  -0.540  0.042  0.06
N  -1.312  0.752  0.136  -0.13
N  0.025  0.862  0.025  0.46
F  0.636  2.022  0.073  -0.16
H  2.267  -1.185  -0.866  0.24
H  2.462  -0.225  0.569  0.25
H  -2.530  -0.991  0.093  0.44
H  -1.971  1.513  0.242  0.25

Computed properties:
HOMO-LUMO gap	11.03	eV
total energy	-397.1384	a.u.
LUMO level	-0.153	Ha
total charge	+1
SMILES string	Nc1nc[nH][n+]1F

***

(2)
The following is a quantum chemistry calculation of a cluster of 2 separate species, C2H4FNO in total at a distorted geometry, from OMol25.

Each line ends with the Mulliken charge.
Cartesian coordinates (Å):
C  2.239  -0.739  -0.063  0.44
C  -0.208  -0.386  -0.136  -0.64
N  1.161  -0.262  0.017  -0.15
O  3.385  -0.902  -0.151  -0.46
F  1.136  2.443  0.343  -0.40
H  1.905  2.797  -0.138  0.40
H  -0.678  -1.424  0.055  0.29
H  -0.584  0.280  0.633  0.25
H  -0.584  -0.141  -1.126  0.27

Computed properties:
HOMO-LUMO gap	10.71	eV
total energy	-308.4479	a.u.
LUMO level	0.020	Ha
SMILES string	CN=C=O.F

***

The calculation returns the following energy relative to the best compared isomer or geometry (same formula, charge and spin) values, one per record and in order: 0.362 0.953 eV.